ORCA calculation (ωB97M-V with the def2-TZVPD basis set) on the molecule C3H6O3.

SMILES = CC(O)(O)C=O
HOMO = -9.452 eV
LUMO = 0.8 eV
orbital gap = 10.23 eV

Geometry (Å):
H1 1.670148 -0.682712 -0.379520
C1 -1.455566 0.478180 -0.962116
H2 -1.170314 0.762881 -2.011601
O1 0.384139 1.761502 0.097069
C2 -0.296774 0.559668 0.161048
O2 -2.528613 0.103516 -0.677032
C3 0.544546 -0.828037 -0.054956
H3 0.496599 -1.255301 0.912068
H4 -1.563182 -0.318521 1.448771
O3 -0.948965 0.458730 1.423488
H5 -0.088332 2.422143 0.626550
H6 0.004114 -1.416252 -0.801493

Forces on atoms 1 to 2 (eV/Å):
H -2.387 -0.153 0.601
C 3.067 1.103 0.275

---

ORCA calculation (ωB97M-V with the def2-TZVPD basis set) on a cluster of 4 separate species, C9H20NO12S2 in total.

HOMO = -5.289 eV
LUMO = 2.2 eV
charge = -1
orbital gap = 7.45 eV

Geometry (Å):
H1 -0.437322 -0.375630 -3.260803
O1 0.627226 2.069623 -3.769998
O2 0.579967 5.626800 5.046741
H2 2.635650 -3.060625 1.097100
C1 -1.918651 -1.680896 -4.309831
H3 3.506040 3.986738 2.256541
O3 2.247926 5.256871 3.617746
S1 -0.349519 1.992064 -4.805275
H4 1.455843 -3.066855 -0.250841
C2 -1.327200 -0.320635 -3.944685
O4 -0.096823 2.422201 -6.156645
C3 -0.083908 -5.785135 4.048987
C4 2.480535 4.419964 2.461684
H5 -0.672328 -6.010767 4.808066
O5 0.114495 -3.172138 4.742594
O6 -1.569922 -3.849789 3.041609
H6 1.919652 -1.561512 0.406003
H7 -1.747697 3.820682 -4.266083
H8 0.997871 -5.862909 4.259253
H9 0.861799 -1.858850 2.602332
O7 -0.741319 0.396368 -5.124000
H10 -0.434357 -6.216909 3.014273
O8 0.332187 1.629264 -0.448937
O9 0.615762 -3.910789 2.280846
O10 -0.665311 -0.420712 -0.445088
H11 -2.709409 2.335239 -5.119638
O11 -1.673669 1.425881 -1.218562
H12 -1.309283 -2.236872 -4.903912
C5 0.683195 -2.606180 1.833663
N1 -0.634954 0.937240 -0.773318
H13 2.115103 5.004665 1.520977
O12 0.523360 3.912719 3.586892
H14 -2.953928 -1.522718 -4.789354
H15 0.809015 2.993172 1.823996
C6 1.129297 4.905492 4.226592
H16 -2.032148 0.313111 -3.151923
H17 -0.437288 -2.318745 1.449312
C7 1.402350 3.348609 2.681212
H18 -2.289548 2.526324 -3.544742
S2 -0.335788 -4.061764 3.658171
C8 1.739950 -2.505492 0.656281
C9 -1.881484 2.711445 -4.330889
H19 1.734198 2.531175 3.068716
H20 -2.209564 -2.159723 -3.575060

Forces on atoms 1 to 2 (eV/Å):
H -0.758 -0.703 -0.524
O -0.191 0.127 -0.160

---

ORCA calculation (ωB97M-V with the def2-TZVPD basis set) on a structure of composition C29H48N3O2PtSbSi3.

HOMO = -5.837 eV
LUMO = 0.2 eV
orbital gap = 6.05 eV

Geometry (Å):
Pt1 -0.791078 1.041339 0.786615
H1 5.044712 0.793915 -2.911467
H2 0.821563 0.885790 -3.354462
H3 -5.502210 -2.602803 0.286997
H4 4.649631 -2.810058 1.305423
C1 -3.614616 -0.636762 2.434552
C2 -4.453572 0.296137 1.613129
H5 3.056787 -2.211242 -1.762879
O1 -2.337484 1.403531 -6.167506
C3 -2.766466 -3.091161 -0.321725
Si1 2.823341 1.199508 -1.908206
C4 4.566604 0.502785 -1.971573
C5 -0.207695 -0.605908 4.120615
H6 1.271611 3.707272 2.135430
H7 -0.327558 0.326406 4.681271
H8 0.274793 -1.343777 4.763476
H9 -5.435494 -0.135282 1.408462
C6 1.810317 0.430288 -3.286367
H10 3.445677 1.930647 4.428106
N1 -1.097521 -1.507992 -0.979218
H11 -3.966582 0.536620 0.664887
C7 2.882576 1.339177 3.700804
H12 -1.474131 -2.937906 4.700020
H13 3.232920 0.306969 3.761200
H14 1.543601 -3.702057 1.800567
H15 4.956771 -1.269937 0.494285
H16 1.338775 -2.469554 -1.424030
C8 -5.207084 -2.731138 -0.759605
H17 -5.136063 -2.110842 2.653184
H18 1.724009 -2.342947 2.915126
H19 5.068593 2.587458 0.552291
H20 4.566911 -0.587829 -1.923691
H21 -0.262049 3.311945 -1.100099
C9 -1.539385 -1.093129 3.636966
C10 -2.025126 0.872205 -3.396504
H22 5.181591 0.875975 -1.151475
H23 -4.155752 -0.492258 -1.947848
H24 -0.653609 -3.263334 -0.009796
C11 -2.066600 -0.764463 -1.507740
H25 1.830946 1.355446 3.990318
C12 -2.069999 -2.305702 4.049068
H26 -3.015590 3.082327 -5.301344
C13 4.915111 2.117267 1.525487
O2 -6.009984 -1.940046 -1.618793
H27 5.469098 2.699670 2.266900
H28 4.404657 -1.291817 2.172006
H29 -6.933612 -2.092832 -1.404086
H30 2.318140 0.571590 -4.245178
C14 2.919001 3.061808 -2.136189
H31 3.530911 3.526099 -1.360118
N2 -1.045393 1.426815 -1.291529
H32 2.542217 -3.676699 -0.924011
H33 -5.296997 -3.794853 -1.005822
H34 0.456347 -0.370796 3.285261
H35 -1.513592 0.924601 -6.305442
C15 -0.758765 2.639526 -1.786957
H36 2.806161 4.437337 2.643879
C16 -3.348422 -2.704772 3.679170
H37 1.672650 -0.640581 -3.127611
H38 -3.756467 -3.644434 4.028673
Sb1 1.736326 0.661368 0.347985
C17 2.339444 3.770577 1.913880
C18 -3.770772 -2.315287 -0.881418
C19 -2.088842 2.505772 -5.321242
C20 -1.720888 2.120413 -3.909634
C21 -1.073425 3.021571 -3.071977
H39 0.378100 -2.364969 1.782410
C22 -3.404077 -1.132592 -1.508325
Si2 3.096717 2.060886 1.988446
Si3 2.509966 -1.761409 0.632139
H40 -0.805695 4.013639 -3.413978
N3 -1.777078 0.930837 2.332815
C23 4.299216 -1.779425 1.200361
H41 -1.312151 3.160141 -5.731172
C24 -1.456049 -2.657826 -0.418073
C25 2.347966 -2.605539 -1.031781
H42 -2.535047 0.138564 -4.005819
C26 -4.111182 -1.845495 2.896986
H43 2.454004 4.218783 0.924240
H44 -2.992128 -4.017703 0.191312
H45 5.351248 1.116494 1.491090
C27 -2.289586 -0.263181 2.769813
C28 1.433604 -2.617895 1.899476
H46 -4.592250 1.250226 2.128782
H47 3.372707 3.296070 -3.103413
H48 1.932510 3.527042 -2.107141
C29 -1.679721 0.551413 -2.088691

Forces on atoms 1 to 2 (eV/Å):
Pt -0.109 -0.007 0.000
H -0.002 0.001 0.001

---

ORCA calculation (ωB97M-V with the def2-TZVPD basis set) on a structure of composition C24H33F9N4OReS.

HOMO (alpha / beta) = -13.581 / -14.279 eV
multiplicity = 4
LUMO (alpha / beta) = -5.6 / -7.3 eV
charge = +2
orbital gap (alpha / beta) = 7.98 / 6.98 eV

Geometry (Å):
C1 1.287465 4.061912 0.141183
H1 1.232381 0.021416 -4.966023
H2 -1.510495 1.327668 -0.679684
F1 -5.574390 -3.283797 1.707210
C2 -0.016788 3.394112 -0.274818
H3 -6.153979 -2.206757 -0.598501
H4 0.471008 -3.199539 -0.680895
C3 1.500566 -2.994711 -0.399020
H5 2.478158 1.568723 -3.038525
C4 1.206915 0.789269 3.115705
H6 1.996018 -3.923627 -0.111282
C5 -1.219158 4.200555 0.203116
H7 -1.001571 2.740977 -2.119426
H8 1.222151 -2.163887 2.819524
H9 1.351659 5.053480 -0.303803
H10 2.149935 3.480125 -0.185727
O1 0.652455 -0.067285 -1.488960
F2 -2.152308 -0.477566 3.034909
H11 2.031860 -2.570273 -1.243929
C6 -0.929282 0.424840 4.785944
H12 -0.958584 -2.929780 2.771098
C7 1.000822 -2.771153 1.944930
F3 -1.947142 -0.871907 -1.476789
F4 -1.976317 0.274521 5.575876
C8 -2.402966 -1.997005 0.551589
F5 2.407783 1.803230 4.865817
H13 3.489143 0.102153 -4.860802
H14 -0.740856 -3.936993 1.347833
H15 -1.946956 1.516494 0.916352
H16 -1.200686 4.344597 1.285648
C9 -4.703007 -2.685287 0.910608
H17 -1.381930 -0.953853 -3.655123
H18 3.270922 0.563817 -1.812361
F6 0.293782 1.405788 6.527029
C10 1.310802 1.210841 4.425523
H19 3.370349 -1.183750 0.140104
H20 3.543468 -2.634034 1.143664
H21 1.343270 4.185631 1.225018
F7 -3.087135 -3.124335 2.529486
C11 2.970946 -1.715291 1.002668
H22 0.080010 2.269532 1.425541
C12 -2.853537 -1.463244 -0.655656
H23 4.738686 0.750627 -3.813363
H24 -1.199853 5.187596 -0.257541
C13 3.877268 0.085137 -3.843192
H25 -2.170016 3.743564 -0.080076
H26 0.196100 1.018285 -3.925894
C14 0.090753 0.149776 2.582250
H27 1.512851 -3.729179 2.058490
C15 -5.120947 -2.143789 -0.287484
N1 -1.187867 1.262157 0.285092
S1 1.457668 -0.555094 -2.728260
C16 -0.502405 -2.963659 1.783587
H28 0.025552 4.146452 -2.278040
N2 1.547107 -2.054015 0.754965
H29 4.224328 -0.922543 -3.617621
C17 -0.649342 -0.938414 -4.456943
F8 2.252528 1.042862 2.291549
H30 0.764766 2.547932 -2.094261
C18 0.229330 1.012210 5.275115
F9 -4.483909 -0.979988 -2.242679
N3 0.006654 2.060440 0.432019
H31 -1.146809 -0.592359 -5.361811
C19 -4.167115 -1.524171 -1.066967
C20 -0.982645 0.019943 3.461794
N4 -1.041529 -1.915696 0.896007
C21 -3.384111 -2.608732 1.335681
H32 -0.297978 -1.953435 -4.639319
C22 2.855667 0.569046 -2.822133
Re1 0.137936 -0.385516 0.553365
H33 3.063368 -1.094112 1.886401
C23 0.509042 -0.003110 -4.146751
C24 -0.059863 3.182176 -1.779029

Forces on atoms 1 to 2 (eV/Å):
C 0.018 -0.016 -0.003
H 0.001 -0.003 0.033

---

How do the records compare in energy relative to the best compared isomer or geometry (same formula, charge and spin)? In the order shown, they have 170.8, 115.6, 0.0, 0.0 kJ/mol.